{"formula": "C5H6O2", "method": "ωB97M-V with the def2-TZVPD basis set", "species": ["C", "C", "O", "C", "O", "C", "C", "H", "H", "H", "H", "H", "H"], "coordinates": [[0.545, -1.976, -0.249], [-0.190, -0.651, -0.158], [0.747, 0.366, -0.496], [0.493, 1.651, -0.202], [1.240, 2.525, -0.537], [-0.760, 1.938, 0.572], [-1.691, 1.163, 1.067], [1.409, -1.984, 0.428], [-0.140, -2.779, 0.037], [0.885, -2.146, -1.278], [-0.549, -0.492, 0.879], [-0.939, 2.997, 0.781], [-1.050, -0.612, -0.845]], "relative_energy_kj_mol": 362.35, "lumo_energy_ev": -0.816, "gap_ev": 10.02}

***

{"formula": "C30H37BBaN15O4", "method": "ωB97M-V with the def2-TZVPD basis set", "species": ["Ba", "N", "C", "C", "N", "C", "C", "N", "C", "C", "N", "H", "H", "H", "H", "H", "H", "H", "H", "H", "H", "H", "H", "H", "H", "H", "H", "H", "H", "C", "C", "N", "N", "C", "B", "N", "C", "C", "C", "N", "N", "C", "C", "C", "N", "N", "C", "C", "C", "N", "H", "H", "H", "H", "H", "H", "H", "H", "H", "H", "H", "H", "O", "N", "O", "C", "C", "C", "C", "C", "C", "N", "C", "C", "N", "C", "C", "C", "C", "H", "H", "H", "H", "H", "H", "H", "O", "O"], "coordinates": [[-0.269, 0.537, -0.324], [-2.713, 1.520, -1.839], [-3.721, 0.797, -2.620], [-3.836, -0.632, -2.140], [-2.804, -1.610, -2.504], [-3.021, -2.916, -1.872], [-1.880, -3.901, -1.925], [-0.796, -3.383, -1.109], [-2.036, -1.523, -3.741], [-0.505, -1.413, -3.580], [-0.109, -0.082, -3.084], [-3.013, 1.524, -0.863], [-2.694, 2.486, -2.147], [-3.488, 0.866, -3.683], [-4.726, 1.209, -2.511], [-4.775, -1.071, -2.500], [-3.883, -0.638, -1.044], [-3.913, -3.332, -2.358], [-3.287, -2.713, -0.832], [-1.521, -4.043, -2.946], [-2.296, -4.863, -1.613], [0.055, -3.922, -1.224], [-1.024, -3.402, -0.121], [-2.403, -0.674, -4.311], [-2.246, -2.434, -4.302], [-0.094, -1.650, -4.560], [-0.168, -2.162, -2.864], [-0.497, 0.636, -3.688], [0.901, 0.011, -3.185], [2.875, -3.095, -0.455], [2.001, -2.124, -0.954], [1.176, -1.668, -0.014], [1.513, -2.347, 1.117], [2.530, -3.204, 0.873], [0.895, -1.905, 2.475], [-0.752, -2.159, 2.374], [-1.257, -3.378, 2.612], [-2.649, -3.348, 2.610], [-2.985, -2.030, 2.379], [-1.842, -1.354, 2.250], [1.302, -0.451, 2.784], [2.338, -0.080, 3.588], [2.483, 1.280, 3.509], [1.495, 1.678, 2.594], [0.807, 0.639, 2.138], [1.307, -2.804, 3.626], [1.177, -2.537, 4.962], [1.423, -3.688, 5.646], [1.687, -4.642, 4.640], [1.595, -4.126, 3.425], [3.651, -3.632, -0.978], [1.951, -1.749, -1.971], [2.932, -3.831, 1.651], [-0.584, -4.201, 2.810], [-3.320, -4.170, 2.799], [-3.927, -1.513, 2.290], [2.916, -0.800, 4.142], [3.200, 1.892, 4.034], [1.251, 2.680, 2.262], [0.908, -1.558, 5.326], [1.415, -3.831, 6.716], [1.935, -5.689, 4.755], [3.170, 7.774, -1.826], [3.467, 6.603, -1.866], [4.521, 6.170, -2.287], [2.461, 5.618, -1.356], [1.336, 6.149, -0.858], [0.293, 5.317, -0.340], [-0.870, 5.855, 0.243], [-1.819, 5.012, 0.758], [-1.606, 3.632, 0.656], [-0.535, 3.099, 0.085], [0.426, 3.932, -0.392], [1.655, 3.357, -0.928], [1.753, 2.005, -0.909], [2.885, 1.439, -1.288], [3.975, 2.175, -1.756], [3.876, 3.540, -1.820], [2.693, 4.186, -1.389], [1.225, 7.224, -0.844], [-0.993, 6.931, 0.293], [-2.713, 5.391, 1.235], [-2.331, 2.929, 1.064], [2.940, 0.354, -1.207], [4.885, 1.673, -2.057], [4.703, 4.124, -2.184], [-1.769, -0.049, 1.896], [-2.312, 0.082, 0.550]], "relative_energy_kj_mol": 240.25, "lumo_energy_ev": [-5.352, -8.385], "s2": 0.7546, "multiplicity": 2, "total_charge": 2, "gap_ev": [8.13, 5.09]}

***

{"formula": "BrH18O9", "method": "ωB97M-V with the def2-TZVPD basis set", "species": ["Br", "O", "H", "H", "O", "H", "H", "O", "H", "H", "O", "H", "H", "O", "H", "H", "O", "H", "H", "O", "H", "H", "O", "H", "H", "O", "H", "H"], "coordinates": [[0.143, -0.409, 0.089], [-0.145, -0.261, -3.115], [-0.985, 0.157, -3.332], [0.029, -0.244, -2.193], [-1.268, -3.267, -0.282], [-0.808, -2.483, -0.048], [-1.794, -2.972, -0.979], [-1.510, 1.822, 1.957], [-1.338, 1.078, 1.395], [-2.284, 1.611, 2.472], [-3.012, 0.705, -0.219], [-2.580, 0.144, -0.840], [-3.266, 0.164, 0.530], [-1.002, 2.512, -1.392], [-1.676, 2.738, -1.995], [-1.373, 1.796, -0.867], [1.353, -1.495, 3.023], [1.093, -0.950, 2.293], [1.639, -1.025, 3.809], [3.445, -0.201, 1.129], [2.911, -0.325, 0.368], [4.335, -0.304, 0.780], [1.107, 2.986, 0.704], [0.918, 2.108, 1.076], [0.509, 2.978, -0.069], [1.924, -2.646, -1.278], [1.250, -2.077, -1.055], [2.383, -2.136, -1.970]], "relative_energy_kj_mol": 140.57, "lumo_energy_ev": 2.754, "total_charge": -1, "gap_ev": 9.11}

***

{"formula": "C29H57F10I2N4O6S", "method": "ωB97M-V with the def2-TZVPD basis set", "species": ["C", "C", "O", "N", "C", "C", "C", "C", "C", "F", "C", "O", "C", "C", "C", "I", "C", "C", "I", "N", "C", "C", "C", "F", "F", "C", "F", "F", "S", "F", "F", "F", "F", "F", "H", "H", "H", "H", "H", "H", "H", "H", "H", "H", "H", "H", "H", "H", "H", "H", "H", "H", "H", "H", "H", "H", "H", "H", "H", "H", "H", "C", "O", "C", "C", "N", "C", "C", "O", "C", "H", "H", "H", "H", "H", "H", "H", "H", "H", "H", "H", "H", "H", "H", "H", "C", "O", "C", "C", "N", "C", "C", "O", "C", "H", "H", "H", "H", "H", "H", "H", "H", "H", "H", "H", "H", "H", "H", "H"], "coordinates": [[2.285, -0.742, -0.024], [2.357, 0.754, -0.086], [2.596, 1.448, 0.881], [2.130, 1.330, -1.396], [1.194, 2.477, -1.363], [0.031, 2.280, -2.354], [-1.308, 1.990, -1.656], [-2.514, 2.241, -2.578], [-3.640, 1.231, -2.408], [-3.105, -0.039, -2.483], [-4.759, 1.327, -3.468], [-6.003, 1.706, -2.925], [-5.828, 2.831, -2.085], [-5.307, 2.325, -0.743], [-4.922, 3.472, 0.207], [-3.897, 2.760, 1.948], [-6.163, 4.371, 0.488], [-6.107, 5.646, -0.357], [-6.502, 4.902, 2.525], [-4.153, 1.356, -0.972], [-4.423, 0.002, -0.327], [-5.550, -0.780, -1.005], [-5.147, -2.212, -1.382], [-4.839, -2.266, -2.709], [-4.045, -2.633, -0.717], [-6.316, -3.236, -1.201], [-7.415, -2.644, -1.672], [-6.061, -4.304, -1.933], [-6.646, -3.851, 0.579], [-7.444, -5.085, 0.013], [-5.280, -4.650, 0.510], [-5.859, -2.578, 1.183], [-7.990, -3.012, 0.684], [-6.865, -4.369, 2.042], [1.958, -1.041, 0.973], [1.645, -1.150, -0.803], [3.296, -1.141, -0.165], [3.028, 1.660, -1.734], [0.817, 2.595, -0.344], [1.724, 3.402, -1.599], [0.289, 1.421, -2.976], [-0.084, 3.159, -2.994], [-1.374, 2.636, -0.770], [-1.297, 0.960, -1.288], [-2.215, 2.206, -3.629], [-2.906, 3.246, -2.389], [-4.880, 0.351, -3.940], [-4.450, 2.045, -4.236], [-5.134, 3.539, -2.557], [-6.795, 3.309, -1.945], [-6.118, 1.730, -0.314], [-4.169, 4.099, -0.277], [-7.052, 3.790, 0.235], [-5.130, 6.127, -0.267], [-6.289, 5.431, -1.413], [-6.863, 6.358, -0.031], [-3.360, 1.740, -0.443], [-4.685, 0.227, 0.703], [-3.475, -0.525, -0.314], [-6.401, -0.823, -0.327], [-5.919, -0.310, -1.913], [7.066, 1.469, 4.178], [6.078, 2.349, 3.683], [4.842, 1.722, 3.355], [3.736, 2.228, 4.250], [3.929, 1.781, 5.623], [3.002, 2.359, 6.587], [3.077, 3.861, 6.832], [4.280, 4.279, 7.442], [5.335, 4.613, 6.561], [7.970, 2.053, 4.334], [6.772, 1.010, 5.128], [7.283, 0.671, 3.460], [4.930, 0.635, 3.436], [4.599, 1.968, 2.320], [2.782, 1.840, 3.881], [3.710, 3.323, 4.157], [4.876, 1.999, 5.906], [3.165, 1.859, 7.545], [1.982, 2.114, 6.271], [2.275, 4.122, 7.529], [2.903, 4.436, 5.914], [4.956, 5.032, 5.625], [5.970, 3.754, 6.328], [5.950, 5.364, 7.057], [2.123, -6.239, -4.530], [3.099, -6.744, -3.643], [4.415, -6.784, -4.184], [5.335, -5.879, -3.398], [4.966, -4.482, -3.581], [5.691, -3.545, -2.732], [5.477, -3.639, -1.227], [4.162, -3.305, -0.814], [3.237, -4.376, -0.784], [1.160, -6.316, -4.027], [2.306, -5.190, -4.790], [2.082, -6.824, -5.454], [4.402, -6.493, -5.237], [4.780, -7.813, -4.118], [6.361, -6.023, -3.749], [5.295, -6.198, -2.347], [3.973, -4.385, -3.409], [5.417, -2.534, -3.045], [6.761, -3.658, -2.931], [6.139, -2.910, -0.752], [5.752, -4.623, -0.830], [3.728, -5.323, -0.548], [2.699, -4.487, -1.730], [2.507, -4.158, -0.003]], "lumo_energy_ev": -3.154, "total_charge": 1, "gap_ev": 6.56}